C54H44BrClN2O7P | ωB97M-V/def2-TZVPD

Element x y z (Å)
Br -6.84215 -1.26230 -2.11419
Cl -2.49335 -0.49102 3.53668
P 1.50527 -0.19360 -0.97198
O 10.36879 -5.34593 -1.60873
O -0.49106 0.37484 10.63523
O -3.39221 1.12482 0.39166
O -1.30686 4.13525 -9.04263
O 5.36615 -3.49397 -2.06443
O -5.00778 2.36953 8.56930
O -4.41265 2.73353 -4.91250
N -0.90395 -0.38423 -2.29911
N -2.19610 -0.33734 -2.62999
C -3.15969 4.67968 -7.68879
C 9.18419 -2.21833 0.89270
C 1.88991 -1.84152 -1.68148
C 8.32067 -5.44771 -2.76643
C -1.55297 -0.90484 8.39074
C -2.14858 -1.51621 7.30188
C 6.15369 -5.52249 -3.82091
C -3.29126 2.60570 10.16752
C -5.07202 5.09555 -6.27595
C -3.83566 3.77136 10.69042
C -0.61518 1.82184 -7.63252
C -2.12131 2.07546 10.71815
C -3.97127 1.93543 9.02527
C -1.70650 2.61235 -7.29446
C -4.42866 0.26279 -1.99652
C -3.42202 5.85070 -8.38629
C 9.61301 -3.26084 0.08968
C -2.96149 0.15870 -1.69084
C -3.34638 -1.02370 6.79288
C -1.10546 0.36618 -5.78188
C -1.13476 0.49063 -0.12161
C -2.48201 0.60740 -0.43496
C 2.10035 1.02468 -2.22796
C -3.22315 4.40011 11.76053
C 7.03379 -2.26032 -0.18178
C -1.51743 2.70447 11.79887
C 7.00785 -4.98070 -2.86851
C -5.32367 -0.59132 -1.07618
C 6.60993 -6.50932 -4.67725
C -1.49888 0.84617 10.15353
C 7.92269 -6.95962 -4.58766
C -0.63630 0.91655 1.22438
C -4.65807 -1.79033 -0.44305
C -2.06749 3.86346 12.31854
C 6.51206 -3.89571 -1.97955
C -0.31563 0.69959 -6.87896
C -3.70237 3.07470 -5.83824
C 9.24715 -4.90662 -1.73277
C -2.20016 1.14456 -5.44992
C 8.75562 -3.80456 -0.85724
C -2.00019 3.83842 -8.09570
C -1.31326 -1.20092 2.41264
C -4.50233 6.63978 -8.02972
C -5.33042 6.25948 -6.97901
C -0.18337 -0.22596 2.12094
C -3.33717 0.71538 8.44706
C -0.34073 -0.03271 -1.15096
C 7.45629 -3.30986 -0.98814
C 8.77453 -6.43379 -3.63157
C -3.93920 0.08863 7.36324
C -3.98352 4.30510 -6.62169
C -2.50672 2.26407 -6.20821
C 7.89577 -1.71379 0.75269
C -2.14659 0.20980 8.97013
H -1.68178 -2.38090 6.84795
H 9.85473 -1.79412 1.62777
H -5.40730 -2.33148 0.12236
H -2.82588 0.88732 -4.61269
H 8.28000 -7.72372 -5.26467
H -6.17729 6.87513 -6.70781
H -4.26336 -2.48719 -1.17597
H 1.03877 -2.49256 -1.48848
H -5.77643 0.04296 -0.33145
H 0.14331 0.18045 3.07220
H 5.13553 -5.16665 -3.88988
H 3.09829 0.70743 -2.50423
H -3.64657 5.30991 12.16431
H -0.29798 -0.72152 -3.03480
H -3.81528 -1.50954 5.94835
H -0.62607 -1.28659 8.79565
H -4.70274 7.55370 -8.57219
H 0.53245 0.08278 -7.14574
H 9.79414 -6.78416 -3.55397
H -4.59981 -0.03620 -3.02088
H -0.88937 -2.07886 2.87991
H 0.64748 -0.79774 1.72773
H -4.73627 4.18247 10.25645
H -1.80772 -1.53321 1.50404
H -0.86953 -0.51488 -5.19673
H 10.61455 -3.65456 0.19119
H -0.61772 2.28522 12.22681
H -4.67658 1.31686 -1.91425
H 0.16903 1.63222 1.09155
H -3.10750 1.00052 1.30992
H 1.44271 1.02973 -3.09253
H -4.86805 0.47847 6.97024
H 5.94434 -6.92797 -5.42018
H 2.74513 -2.27179 -1.18053
H 2.11340 2.02016 -1.80689
H -2.77858 6.14139 -9.20474
H -1.42310 1.43338 1.76460
H 2.04150 -1.82121 -2.75514
H -1.59478 4.35339 13.15912
H -3.87493 -1.52610 0.26534
H 7.56595 -0.89347 1.37628
H 6.03057 -1.87303 -0.29116
H -0.00562 2.08907 -8.48434
H -5.71136 4.79781 -5.45689

Values from the calculation:
**Charge**: +1
**LUMO level**: -0.1517 Eh
**ΔE to the lowest compared entry with this formula, charge and spin**: 0.0 kcal/mol

C2BrNO | ωB97M-V/def2-TZVPD

Element x y z (Å)
Br -1.90031 -0.75738 0.66175
O -0.90994 0.99644 -1.23367
N 2.27223 -0.26953 0.73553
C 1.27983 -0.23780 0.17899
C -0.74182 0.26827 -0.34261

Values from the calculation:
**LUMO level**: -0.0657 Eh

C50H52BrCaN2O4S2Se2Te2 | ωB97M-V/def2-TZVPD

Element x y z (Å)
Te -1.21383 0.78021 3.92699
Te -2.02134 -1.78478 3.59019
Br -1.14972 1.79643 -2.22878
Se -0.44804 -2.66899 1.84342
Se -1.58430 1.91790 1.72753
Ca -0.96929 -0.43654 -0.11720
S 2.26812 -0.83890 -1.38751
S 3.29228 -0.38960 2.71938
O -3.20680 -0.86674 0.21755
O 1.35643 -0.14002 -0.42062
O -1.38830 -1.24813 -2.25563
O 4.49608 -1.04026 2.11698
N -3.73689 -3.02902 0.57685
N -5.39110 -1.40124 0.36744
C -1.95388 -0.72639 -3.29770
C -3.66514 2.62819 -6.90274
C 4.44261 0.42896 -0.14252
C 3.42565 1.12995 6.45594
C 4.87994 -1.30299 -1.79142
C 2.66086 -4.44021 0.44279
C -3.12795 0.51057 -5.62058
C 2.24353 3.46074 0.45794
C 0.76809 -4.49590 -1.02624
C 2.07560 2.03727 2.38834
C 3.52204 1.36498 0.56716
C 5.20208 0.72727 4.35715
C 5.63278 1.30571 5.53880
C 1.71110 3.16911 1.73076
C -1.27480 -3.61121 -4.31966
C -5.23159 0.70972 -6.96865
C 3.98810 -0.52716 -1.00711
C -3.15858 -0.86983 -5.40936
C 8.13600 0.02417 -0.61734
C -1.96116 0.66606 -3.53280
C -3.55429 -3.67484 -5.26392
C -2.61790 -1.50635 -4.30550
C 5.85470 0.62926 -0.01254
C 8.62413 0.97048 0.23976
C 1.16701 -6.45774 0.49254
C 2.15986 -2.55541 -0.92603
C 4.75098 1.52543 6.59630
C -2.68736 -3.03112 -4.17660
C 3.15672 2.55957 -0.13164
C 1.84026 4.61390 -0.25763
C -3.28550 -3.44231 -2.82360
C -3.74886 1.10210 -6.88375
C 6.74437 -0.16630 -0.76413
C 3.86926 0.37195 4.23227
C 2.99894 1.14089 1.81192
C 3.25448 3.97987 -2.09183
C 7.73786 1.77068 0.98559
C 2.33201 4.86991 -1.50413
C -2.51573 1.27490 -4.64461
C 5.23043 2.18460 7.85984
C -4.06590 -1.73248 0.37059
C 3.65569 2.85568 -1.42780
C 6.38530 1.60570 0.86263
C 1.06406 -3.21556 -1.46125
C 1.55433 -5.11765 -0.06197
C 2.97052 -3.15652 0.02633
C 2.97688 0.54167 5.28165
C -4.66635 -4.01755 1.06804
C 6.21985 -1.13505 -1.66195
C -3.01801 0.56444 -8.12071
H 3.63952 4.18270 -3.08338
H -5.22880 -3.66054 1.93651
H -2.62984 2.97480 -6.88377
H -0.85305 -3.35812 -5.29496
H 0.96344 3.82531 2.15470
H 6.20150 1.79460 8.16800
H -5.69755 1.15885 -7.85023
H 1.60216 1.79570 3.32720
H 9.69275 1.10821 0.34628
H -3.45239 0.97864 -9.03533
H 4.48153 -2.04123 -2.47745
H 6.67403 1.58829 5.64852
H -3.08477 -0.52313 -8.17653
H -6.09446 -2.10258 0.22532
H 8.12972 2.52027 1.66144
H 1.11698 5.27586 0.20271
H -3.30515 -4.53427 -2.74690
H -2.71509 -3.03576 -1.99406
H -3.64195 -1.47800 -6.16121
H -5.76856 1.05054 -6.08162
H -1.29797 -4.70121 -4.22619
H 0.53345 -7.00936 -0.20185
H -5.59057 -0.46260 0.06877
H 0.60514 -6.31317 1.41874
H 4.35587 2.17789 -1.89769
H -4.31503 -3.08248 -2.73502
H 2.00814 5.74724 -2.04952
H 5.87679 0.53335 3.53285
H -3.62345 -4.74835 -5.07402
H 1.94832 0.21358 5.18070
H -4.10228 -4.89622 1.37339
H -0.61754 -3.21226 -3.55388
H 8.80982 -0.59560 -1.19726
H -4.56976 -3.27253 -5.26660
H 6.90741 -1.73690 -2.24378
H 0.41234 -2.70023 -2.15538
H -0.11038 -4.99838 -1.41478
H 5.34172 3.26166 7.71576
H -2.74755 -3.14156 0.81007
H -4.12889 3.01260 -7.81406
H 3.78956 -2.61231 0.48214
H 4.52750 2.03172 8.67815
H 2.73546 1.27237 7.27922
H -1.96006 0.83136 -8.08938
H -4.18470 3.06795 -6.04942
H -3.12833 -3.54433 -6.26135
H 3.26745 -4.90544 1.21087
H 5.70201 2.21557 1.43922
H -5.35543 -0.37181 -7.03741
H -2.45450 2.35140 -4.72267
H 2.04333 -7.06503 0.72166
H -5.36743 -4.33268 0.28883

Values from the calculation:
**Charge**: -1
**LUMO level**: 0.0803 Eh
**ΔE to the lowest compared entry with this formula, charge and spin**: 0.0 kcal/mol